{"formula": "C8H9N4", "method": "ωB97M-V/def2-TZVPD", "species": ["N", "C", "C", "C", "N", "N", "N", "C", "C", "C", "C", "C", "H", "H", "H", "H", "H", "H", "H", "H", "H"], "positions_angstrom": [[1.581, 1.947, 0.125], [1.865, 0.633, 0.188], [3.043, -0.038, 0.016], [2.724, -1.422, -0.236], [1.392, -1.558, -0.242], [0.883, -0.309, -0.017], [-0.495, -0.205, 0.086], [-1.131, 0.953, -0.236], [-2.499, 0.960, -0.352], [-3.247, -0.193, -0.117], [-2.609, -1.356, 0.192], [-1.243, -1.304, 0.390], [2.361, 2.502, -0.270], [1.288, 2.298, 1.011], [4.015, 0.262, 0.088], [3.490, -2.127, -0.372], [-0.368, 1.696, -0.449], [-2.781, 1.957, -0.709], [-4.272, -0.249, -0.108], [-3.245, -2.326, 0.378], [-0.750, -2.122, 0.634]], "forces_ev_per_a": [[0.5369, 2.4270, -0.2914], [1.0414, -1.7528, -1.1853], [-2.1150, -2.2936, -0.0069], [-2.3025, 3.4383, 0.7111], [0.6774, -0.5782, 0.0993], [0.5207, -1.5746, 0.1177], [-1.4804, -0.6754, 0.3284], [1.2585, -1.2021, -0.3546], [0.7890, 1.3133, -0.2546], [1.3188, 0.8925, -0.1822], [-0.4147, -1.7059, 1.1318], [-1.2116, 2.4856, -1.6886], [-0.7983, -0.4673, 0.5898], [-0.1440, 0.7921, 0.6185], [2.1902, 1.3689, 0.1432], [0.0540, -1.3892, -0.2929], [-0.8515, 0.5931, -0.2053], [-1.0416, -0.6556, 0.3563], [-2.3106, 0.5001, -0.4794], [1.7481, 2.0193, -0.2934], [2.5352, -3.5355, 1.1386]], "lowdin_charge": [0.11, -0.33, 0.02, -0.05, 0.10, -0.05, 0.05, 0.03, 0.01, -0.01, 0.00, 0.05, 0.14, 0.11, 0.08, 0.11, 0.12, 0.14, 0.10, 0.18, 0.08], "largest_force_ev_per_a": 4.50, "charge": 1, "smiles": "Nc1ccnn1-[n+]1ccccc1", "homo_lumo_gap_ha": 0.3036, "relative_energy_kcal_mol": 61.4, "e_homo_ev": -12.899, "lumo_ev": -4.64}